Run i
{"formula": "C6H9N3O3", "method": "ωB97M-V/def2-TZVPD", "symbols": ["C", "C", "C", "C", "C", "C", "H", "H", "H", "H", "H", "H", "H", "H", "H", "N", "N", "N", "O", "O", "O"], "positions_angstrom": [[-0.50597, 0.75626, 1.52575], [0.06577, -0.64460, 1.46700], [0.77083, -0.79926, 0.19029], [2.22874, -0.70384, -1.34345], [1.06309, -1.18888, -1.93441], [-1.37481, 1.07201, 0.31788], [0.68764, 2.18959, 2.61598], [1.42582, 1.41327, 1.34773], [-1.15145, 0.80888, 2.39209], [0.76631, -0.89890, 2.26651], [-0.83774, -1.31454, 1.57933], [3.14383, -0.45874, -1.90407], [0.89005, -1.60962, -2.91689], [-1.66375, -1.08517, -0.83469], [-0.56461, 2.73413, 0.45823], [0.51607, 1.81643, 1.66801], [1.99067, -0.42924, -0.00831], [0.18310, -1.24902, -0.93263], [-0.99993, -1.82791, -1.07373], [-1.21601, 2.33820, -0.15686], [-2.16040, 0.27767, -0.19842]], "multiplicity": 1, "homo_energy_ev": -8.65, "smiles": "N[C@H](Cc1nccn1O)C(=O)O", "gap_ha": 0.33688}

=====

Run ii
{"formula": "C6H9N3O3", "method": "ωB97M-V/def2-TZVPD", "symbols": ["C", "C", "C", "C", "C", "C", "N", "N", "N", "O", "O", "O", "H", "H", "H", "H", "H", "H", "H", "H", "H"], "positions_angstrom": [[2.80894, -2.49626, 0.99383], [2.45297, -1.99775, -0.20777], [-2.81373, 2.17045, 0.29227], [-1.70920, 0.81943, 1.82622], [-0.06051, 0.58184, -2.60747], [0.93605, -0.03827, -0.54878], [2.20252, -1.81961, 1.98591], [1.46544, -0.94864, 1.46852], [1.59555, -1.02389, 0.09109], [-2.54717, 1.52830, -0.62162], [-2.41443, 1.97474, 1.53993], [0.86292, -0.27930, -1.86315], [3.39615, -3.27604, 1.15536], [2.91725, -2.10514, -1.22150], [-1.63456, 0.71307, 2.99740], [-0.67365, 0.75817, 1.35559], [-2.19784, -0.00074, 1.41753], [0.06133, 0.37653, -3.63682], [-0.03572, 1.60238, -2.21747], [-1.13142, 0.36107, -2.38947], [-3.48088, 3.09965, 0.19039]], "multiplicity": 1, "homo_energy_ev": -9.32, "gap_ha": 0.34082}

=====

Run iii
{"formula": "C6H9N3O3", "method": "ωB97M-V/def2-TZVPD", "symbols": ["C", "C", "C", "C", "C", "C", "N", "N", "N", "O", "O", "O", "H", "H", "H", "H", "H", "H", "H", "H", "H"], "positions_angstrom": [[0.88239, 0.42193, 1.15845], [-0.41353, -0.50781, -1.01691], [1.70811, -0.10143, 2.24186], [-0.77610, 1.60955, 0.17294], [1.06414, -0.43762, -0.66105], [-2.55027, 0.64421, -1.12256], [0.02184, 1.27586, 1.27073], [-1.11547, 0.61361, -0.86355], [1.62067, -1.76559, -0.41989], [2.46037, -1.08213, 1.86587], [-0.92350, -1.57621, -1.32737], [1.65647, 0.33424, 3.38756], [-1.82817, 1.64632, 0.66473], [-0.45722, 2.71834, -0.13350], [1.79089, 0.22520, -1.17987], [-2.77578, -0.16643, -1.78261], [-3.04762, 0.51268, -0.20094], [-2.69911, 1.64512, -1.55870], [2.26435, -1.50016, 0.98223], [2.20107, -2.09424, -1.19370], [0.91647, -2.41547, -0.28373]], "multiplicity": 1, "homo_energy_ev": -9.31, "gap_ha": 0.35144}

=====

Most stable = run i

=====

Run i
{"formula": "C3H14O4", "method": "ωB97M-V/def2-TZVPD", "symbols": ["C", "C", "C", "H", "H", "H", "H", "H", "H", "H", "H", "O", "H", "H", "O", "H", "H", "O", "H", "H", "O"], "positions_angstrom": [[2.82998, -0.10041, -0.78754], [2.60302, 0.55643, 0.55518], [2.48364, -0.14935, 1.68518], [2.24817, -1.02041, -0.76005], [3.87648, -0.22589, -1.04684], [2.37872, 0.55475, -1.52088], [2.48772, 1.62336, 0.73061], [2.42017, 0.34811, 2.64006], [2.58618, -1.22798, 1.60688], [-2.21946, 1.02380, -3.32811], [-3.48115, 0.26027, -3.31751], [-2.69362, 0.35884, -3.85116], [-3.91675, 1.46948, -0.28704], [-3.24374, 2.20430, 0.70973], [-2.98219, 1.67035, -0.06250], [0.22545, -2.34510, 1.03752], [-0.32843, -1.67608, -0.15371], [-0.37241, -2.52878, 0.31681], [-1.56837, 0.53728, 1.79426], [-2.01490, -0.99333, 1.99403], [-1.31850, -0.33965, 2.04508]], "multiplicity": 1, "homo_energy_ev": -9.58, "smiles": "C=CC.O.O.O.O", "gap_ha": 0.35563}

=====

Run ii
{"formula": "C3H14O4", "method": "ωB97M-V/def2-TZVPD", "symbols": ["C", "O", "C", "C", "H", "H", "H", "H", "H", "H", "H", "H", "H", "H", "O", "H", "H", "O", "H", "H", "O"], "positions_angstrom": [[-0.76917, -0.37015, -0.63334], [-1.88351, 2.27139, -0.01974], [-0.72072, -0.91855, 0.70320], [-1.86112, -1.69858, -0.35574], [0.12987, -0.56743, -1.23562], [-1.52107, 0.27700, -1.07084], [-0.90013, 2.25997, 0.23317], [0.14615, -1.36454, 1.15793], [-1.32225, -0.51674, 1.50884], [-2.76877, -1.17283, -0.86263], [-1.24248, -2.34231, -1.00492], [-2.10713, -2.52703, 0.34724], [3.02251, 1.00797, -1.19866], [1.42601, 1.40239, 0.09140], [2.20786, 0.73573, -0.74513], [2.50156, -0.66210, 0.17564], [3.39177, -1.62185, 1.05192], [2.47719, -1.47771, 0.80160], [-1.85268, 2.71976, -0.87811], [1.01412, 2.71299, 1.17704], [0.63199, 1.85262, 0.75675]], "multiplicity": 1, "homo_energy_ev": -8.62, "gap_ha": 0.30380}

=====

Most stable = run i

=====

Run i
{"formula": "C5H40N2O13", "method": "ωB97M-V/def2-TZVPD", "symbols": ["C", "C", "C", "C", "N", "C", "N", "H", "H", "H", "H", "H", "H", "H", "H", "H", "H", "H", "H", "H", "H", "H", "H", "O", "H", "H", "O", "H", "H", "O", "H", "H", "O", "H", "H", "O", "H", "H", "O", "H", "H", "O", "H", "H", "O", "H", "H", "O", "H", "H", "O", "H", "H", "O", "H", "H", "O", "H", "H", "O"], "positions_angstrom": [[-0.60748, -3.42224, 0.21282], [0.10623, -2.35086, 1.19121], [-0.47387, -0.92898, 1.13079], [-1.44502, -0.65800, 2.39740], [-1.32707, 0.70273, 2.82393], [-1.70517, 1.72503, 1.82766], [0.21707, -3.57151, -0.96713], [-0.64762, -4.28198, 0.91176], [-1.63400, -3.20865, -0.04218], [0.08449, -2.82479, 2.19062], [1.13936, -2.30940, 0.91290], [0.33770, -0.18288, 1.34102], [-0.86438, -0.69399, 0.16019], [-2.40914, -1.09244, 1.97457], [-1.17483, -1.31649, 3.24058], [-1.93119, 0.88044, 3.63964], [-2.61450, 2.27316, 2.03513], [-0.90947, 2.48677, 1.86880], [-1.68674, 1.34048, 0.80119], [-0.15641, -3.71242, -1.92030], [0.83175, -2.68691, -1.11075], [0.68712, 3.46481, -1.61070], [0.76668, 4.12950, -0.41673], [0.33522, 4.31251, -1.26373], [1.42522, -1.04258, -4.47697], [1.06074, 0.40051, -3.91213], [1.76804, -0.19326, -4.20254], [2.37681, 0.18492, -0.94769], [1.48219, -0.18962, -2.14585], [1.75413, -0.47347, -1.27248], [3.78350, -1.08264, 1.63881], [4.52514, 0.19934, 1.58207], [3.63084, -0.12682, 1.76699], [-2.84797, 2.94481, -1.33806], [-1.67434, 4.00453, -1.07475], [-1.92990, 3.07320, -1.06723], [4.45694, 2.17622, -0.90825], [3.76718, 1.61426, -2.25422], [3.75569, 1.65660, -1.29420], [-3.99403, -2.09265, -2.27654], [-3.17125, -1.39246, -1.02971], [-3.98534, -1.54199, -1.50255], [-4.80320, -1.07850, 0.15754], [-4.13228, 0.16128, 0.87039], [-4.78469, -0.53479, 0.95095], [0.77040, 0.08154, 3.65872], [2.00622, -0.75562, 3.67190], [1.18225, -0.61658, 4.19273], [-1.22591, 0.43907, -1.98892], [-0.74200, -0.90574, -1.46070], [-1.44738, -0.50389, -1.98151], [0.77463, 2.17499, 2.08204], [2.10178, 2.91362, 1.49280], [1.26384, 2.98520, 1.95171], [2.84182, -3.16187, -0.18089], [3.08345, -1.82129, -1.07126], [3.43881, -2.44116, -0.42065], [-0.43647, 2.37307, -3.61328], [-0.67520, 2.58764, -2.14562], [-0.31840, 1.91022, -2.77935]], "multiplicity": 1, "homo_energy_ev": -8.85, "gap_ha": 0.31559}

=====

Run ii
{"formula": "C5H40N2O13", "method": "ωB97M-V/def2-TZVPD", "symbols": ["C", "N", "C", "C", "C", "C", "N", "H", "H", "H", "H", "H", "H", "H", "H", "H", "H", "H", "H", "H", "H", "H", "H", "O", "H", "H", "O", "H", "H", "O", "H", "H", "O", "H", "H", "O", "H", "H", "O", "H", "H", "O", "H", "H", "O", "H", "H", "O", "H", "H", "O", "H", "H", "O", "H", "H", "O", "H", "H", "O"], "positions_angstrom": [[0.45676, 2.24384, 1.77599], [1.14220, 1.65680, 0.52379], [2.69658, 1.77370, 0.65762], [0.98462, 0.22543, 0.43833], [-1.01333, 2.68568, 1.43854], [-1.95183, 1.55921, 1.77779], [-1.12557, 3.95610, 2.14165], [1.26388, 3.15250, 1.93251], [0.43206, 1.69086, 2.70196], [2.92985, 2.83761, 0.59794], [2.84622, 1.23695, 1.65525], [3.12662, 1.40522, -0.19933], [-0.07918, -0.03904, 0.36711], [1.30522, -0.37616, 1.31479], [1.48027, -0.15358, -0.44253], [-1.17618, 2.89284, 0.37481], [-1.63321, 0.63361, 1.25430], [-1.79831, 1.25875, 2.90963], [-2.96838, 1.82010, 1.71612], [-1.12397, 3.88459, 3.15880], [-1.95980, 4.45685, 1.93830], [-0.38282, -1.88494, 2.22648], [-0.80245, -3.32402, 2.00006], [-0.66105, -2.52175, 1.57886], [-1.64995, -4.33923, -1.96745], [-2.29026, -3.05113, -1.77607], [-1.79422, -3.72645, -1.28189], [-0.59297, 1.59116, -1.12054], [-0.67569, 1.38053, -2.58979], [-1.18310, 1.69869, -1.90644], [1.98689, -1.87918, -3.43204], [2.17625, -1.68236, -1.79876], [2.09938, -1.24725, -2.63643], [-2.80922, 1.22369, -1.93741], [-3.67718, 0.30589, -1.16186], [-3.60427, 0.60862, -2.00999], [3.16116, -2.11854, 0.31326], [2.09673, -3.12676, -0.00135], [2.68017, -2.50858, -0.39839], [-0.76052, 3.40797, -2.29443], [0.49228, 3.98588, -1.91794], [-0.12875, 4.09075, -2.62152], [4.66334, -0.89635, 1.12361], [4.40514, -2.15301, 1.98820], [3.94327, -1.32828, 1.59148], [1.10400, -0.50377, 3.32033], [-0.19878, 0.25531, 3.47971], [0.13703, -0.58409, 3.39766], [-2.28840, -1.47736, -2.42463], [-3.44601, -1.32208, -3.40929], [-2.90373, -2.02185, -3.02628], [0.16776, -4.49957, -0.42552], [0.89225, -4.40630, 0.92718], [0.99686, -4.69659, 0.06300], [-3.29915, -2.17572, -0.15438], [-2.09299, -1.99393, 0.73005], [-2.77842, -1.53579, 0.17099], [1.17629, 1.99693, -3.46784], [1.25714, 0.44787, -3.42411], [0.74947, 1.20972, -3.75990]], "multiplicity": 1, "homo_energy_ev": -9.40, "gap_ha": 0.33430}

=====

Most stable = run i

=====

Run i
{"formula": "C3H3N3O3", "method": "ωB97M-V/def2-TZVPD", "symbols": ["C", "C", "C", "N", "N", "N", "O", "O", "O", "H", "H", "H"], "positions_angstrom": [[-0.34664, -2.05790, 0.26018], [-1.32863, -1.22080, 0.16140], [1.78141, 0.22756, -0.57903], [1.25317, -0.77944, -0.95855], [2.66613, 1.06749, -0.63644], [-1.91043, -0.21434, -0.39833], [-2.54715, -0.09082, -1.45561], [-2.15856, 0.86098, 0.55935], [0.93631, -1.93700, -0.20503], [-0.24436, -3.10117, 0.80766], [-2.55888, 1.54484, -0.00119], [2.76522, 2.06134, -0.49930]], "multiplicity": 1, "homo_energy_ev": [-9.66, -9.66], "smiles": "N=C=NOC=C=[N+]([O-])O", "gap_ha": [0.35331, 0.35331]}

=====

Run ii
{"formula": "C3H3N3O3", "method": "ωB97M-V/def2-TZVPD", "symbols": ["C", "C", "C", "N", "N", "N", "O", "O", "O", "H", "H", "H"], "positions_angstrom": [[0.12127, 2.35219, 1.61203], [-0.49906, 1.36137, 1.35133], [1.74690, -0.38844, -0.60199], [0.99491, 0.07256, -1.41928], [-0.20888, -0.25503, -1.86360], [-0.89453, -1.06636, -1.25407], [2.55274, -0.72940, 0.17088], [-1.99700, -1.52774, -1.53360], [-0.33837, -1.52908, 0.10137], [0.17206, 3.33581, 1.91236], [-0.53488, 0.40563, 1.09447], [-1.11516, -2.03151, 0.43009]], "multiplicity": 1, "homo_energy_ev": -10.21, "smiles": "O=C=N/N=[N+](/[O-])O.C#C", "gap_ha": 0.37214}

=====

Most stable = run ii